[1]
This record from OMol25 describes C5H4N as an isolated structure at a distorted geometry. The level of theory is ωB97M-V/def2-TZVPD.

Results
Lowest unoccupied orbital energy (spin up / spin down) (eV): -6.0 / -6.4
Orbital gap (spin up / spin down) (eV): 7.791 / 6.051
Total charge: +1
Energy relative to the best compared isomer or geometry (same formula, charge and spin) (kJ/mol): 461.4
DFT total energy (eV): -6723.558

Last column: Mulliken charge in e.
CARTESIAN COORDINATES (ANGSTROEM)
C 0.5220 0.8029 0.2564  -0.27
C 0.9983 -0.7867 -0.1925  -0.36
C -0.5837 0.2925 -0.0632  0.47
C -2.9502 -0.2672 -0.0143  0.19
N -1.8198 0.1084 -0.1092  -0.12
H 2.3901 0.8998 -1.1139  0.25
H 2.6589 0.3280 0.6346  0.28
C 1.9257 0.4647 -0.1420  -0.17
H -4.0136 -0.2652 0.2339  0.43
H 0.8722 -1.5773 0.5101  0.30


[2]
This record from OMol25 describes a 2-piece molecular cluster, C5H4N overall at a distorted geometry. The level of theory is ωB97M-V/def2-TZVPD.

Results
Lowest unoccupied orbital energy (spin up / spin down) (eV): -7.0 / -6.2
Orbital gap (spin up / spin down) (eV): 7.807 / 8.508
Total charge: +1
Energy relative to the best compared isomer or geometry (same formula, charge and spin) (kJ/mol): 710.7
DFT total energy (eV): -6720.974

Last column: natural (NBO) charge in e.
CARTESIAN COORDINATES (ANGSTROEM)
H -2.5608 2.2918 -0.5490  0.32
H 0.8050 -1.8910 0.3592  0.26
N -1.5476 0.4043 0.0438  -0.17
C 3.7073 0.8330 -0.0477  0.13
H 0.7436 -0.6929 -1.0639  0.25
H -1.1822 -0.7709 1.3976  0.26
C 0.2926 -1.0502 -0.1262  -0.21
C -2.2284 1.2913 -0.2410  0.43
C 2.7542 0.1454 -0.2271  -0.14
C -0.7839 -0.5607 0.4542  -0.14